[1]
95
Properties=species:S:1:pos:R:3:forces:R:3 method="wB97M-V/def2-TZVPD" homo_lumo_gap_ev=6.428 e_above_lowest_kj_mol=52.6 fmax_ev_per_a=1.62 e_homo_ha=-0.2413 energy_ha=-7522.64431
N -1.1007 -3.7317 0.3712 0.010 -0.316 0.448
C 0.6799 5.2708 0.5635 0.098 0.000 -0.003
N 0.5365 2.4025 0.5177 0.202 0.624 0.114
C 3.6187 1.6011 -1.1763 -0.065 -0.055 -0.040
H -2.8639 0.0991 5.2608 0.011 -0.010 -0.011
H 3.1972 2.4778 -1.6799 0.019 -0.064 0.026
H -0.6434 -3.3382 4.7044 0.014 0.001 -0.102
H -3.3840 -1.6559 3.4348 0.000 -0.011 0.027
H -3.3313 -3.6974 -1.9510 -0.029 0.083 0.033
C 2.9146 -3.0485 -4.3819 0.075 0.011 -0.036
N 0.3493 -2.3052 3.1212 -0.035 -0.233 -0.170
Sr 0.2396 0.0326 -0.3830 -0.715 0.746 0.747
N -2.1764 0.8857 1.4972 -0.034 -0.035 -0.181
C 3.1569 -1.8810 -3.6215 -0.020 0.125 0.087
H 3.0438 5.8215 1.2666 -0.010 0.013 -0.020
H -4.3080 0.3840 4.3100 -0.003 0.004 0.033
C -3.8845 -2.8315 -1.5996 -0.038 0.017 0.004
H -2.1031 -3.8554 0.3341 -0.094 0.132 -0.061
N -1.2318 -3.8173 2.7220 0.248 0.107 -0.007
H -3.7555 4.1580 -0.7436 -0.074 -0.012 -0.060
C -5.9124 -1.8541 -0.7553 0.045 0.023 -0.011
C -2.8979 1.8365 0.6251 -0.021 0.084 0.192
C -3.9919 -0.4308 -1.2050 0.038 -0.211 0.027
H -1.1891 2.2350 -2.1380 -0.018 -0.155 0.017
C 2.2299 -1.5132 -2.6170 0.093 0.193 0.063
H -2.2094 2.2561 4.6428 -0.035 0.021 0.037
H -3.4834 2.3577 3.4461 -0.010 -0.003 -0.003
N 1.5310 4.3911 1.3432 -0.001 0.071 0.075
C -6.1313 2.9978 -3.5479 0.042 -0.016 0.044
H -5.8934 0.2684 -0.4723 0.025 -0.037 -0.024
C 0.8792 -3.4131 -3.1756 -0.067 -0.024 -0.038
N 1.7520 0.1441 1.6350 0.472 0.136 0.477
Si -3.1392 1.2559 -1.1691 -0.105 0.001 -0.354
C -5.3159 -0.5987 -0.7833 0.055 -0.109 -0.036
H -0.7180 -3.1118 -0.3518 0.104 0.142 -0.116
H -2.9087 -1.0742 1.1217 0.028 0.029 -0.012
C 1.3114 3.0390 1.3125 0.034 -0.165 -0.017
C -1.6435 1.5534 2.6965 -0.042 -0.055 0.025
H 4.9953 -1.2713 -4.5736 -0.019 0.002 0.028
H -1.7579 -0.9987 3.3964 -0.055 0.029 -0.011
C -3.2890 -1.5730 -1.6139 -0.081 0.125 -0.065
H 1.6047 -4.6740 -4.7608 -0.025 -0.011 0.016
C -3.2174 0.3488 4.2580 0.023 0.015 -0.045
N -0.7507 -3.2873 1.6253 0.086 0.102 -0.317
H 0.6026 6.2312 1.0714 0.024 0.009 0.003
H 2.2986 2.9371 3.0951 0.065 0.055 0.101
H -1.5899 0.6932 -2.9211 0.099 0.081 0.085
C 1.7954 -3.7914 -4.1673 -0.060 0.023 0.049
Br -0.6826 -4.4675 -2.9795 0.062 -0.004 -0.007
C 2.7630 4.9635 1.8751 -0.089 -0.006 -0.046
H -5.2856 1.0505 -3.2758 -0.015 0.048 0.031
H -1.2564 2.5240 2.3896 0.008 -0.023 -0.037
H 1.0705 5.4406 -0.4445 -0.006 -0.019 -0.027
H 3.5816 4.2473 1.8221 -0.017 -0.005 -0.009
C -5.2769 4.7360 -2.1307 0.046 -0.072 0.012
C -4.4229 3.8148 -1.5325 -0.026 -0.056 -0.022
C -1.5237 1.1970 -1.9437 0.061 0.215 -0.490
H -3.8501 2.1714 1.0772 0.093 -0.041 0.065
H -0.3236 4.8593 0.4853 -0.030 -0.012 0.039
H 0.1113 2.9953 -0.1904 0.131 0.020 0.042
N 0.1821 -2.3915 1.8031 -0.324 -0.042 0.266
C -6.1364 4.3269 -3.1416 0.013 -0.032 0.008
H -0.7859 0.9845 3.0744 -0.004 -0.031 -0.014
H -5.6609 -3.9547 -1.1483 0.009 0.045 -0.009
H -6.9401 -1.9589 -0.4256 0.035 -0.001 -0.004
N 2.0083 2.3652 2.3253 -0.138 -0.214 -0.211
O 0.2093 -1.9639 -1.4158 0.358 -1.288 -0.907
C 4.2704 -1.0296 -3.8068 0.009 -0.053 -0.038
H -2.2639 -1.4736 -1.9655 -0.077 -0.035 0.037
C -2.8104 -0.7433 3.2643 -0.010 0.071 0.005
Br 4.1389 -3.6077 -5.7225 -0.008 0.032 0.014
C -5.1952 -2.9755 -1.1622 -0.007 0.072 0.046
C -4.4000 2.4680 -1.9191 -0.142 0.152 0.161
C -3.0499 -0.2648 1.8414 0.045 0.167 0.170
H -2.2631 2.7303 0.5271 -0.106 -0.056 0.024
H -6.7979 2.6724 -4.3390 0.027 0.005 0.031
C 4.4237 0.0782 -3.0318 0.064 0.055 0.008
N 2.4111 -0.3878 -1.8495 0.024 -0.295 -0.268
C -5.2761 2.0842 -2.9413 0.043 0.073 0.009
H 2.2516 -0.2912 4.0898 0.000 -0.017 -0.010
H 4.6722 1.8046 -0.9783 -0.027 -0.005 -0.012
C 2.0355 0.9869 2.5493 -0.209 0.030 -0.175
H 5.2729 0.7372 -3.1677 -0.033 -0.035 0.017
H 1.8068 -0.8122 1.9801 0.077 0.144 0.084
H 3.0956 1.4609 -0.2293 0.050 -0.001 -0.066
H -4.1075 0.0299 1.7629 0.028 0.007 -0.045
C 3.4640 0.3753 -2.0398 -0.093 -0.047 0.053
C -0.5151 -3.1762 3.6459 0.062 0.056 0.063
H 2.6576 5.3113 2.9080 -0.033 -0.006 -0.002
H -6.8061 5.0394 -3.6101 0.032 -0.036 0.016
H 2.3227 1.3339 4.5567 -0.073 -0.010 -0.007
H -5.2732 5.7717 -1.8094 0.004 -0.033 0.000
C 1.0414 -2.3041 -2.3538 -0.106 -0.064 0.107
C -2.6715 1.7237 3.8088 -0.048 -0.110 0.016
N 2.4484 0.6608 3.8193 0.082 -0.025 0.066


[2]
95
Properties=species:S:1:pos:R:3:forces:R:3 method="wB97M-V/def2-TZVPD" homo_lumo_gap_ev=6.882 e_above_lowest_kj_mol=142.0 total_charge=-2 fmax_ev_per_a=2.05 e_homo_ha=-0.1174 energy_ha=-4675.45479
Cs 0.5551 -0.0042 -1.4148 0.376 0.387 1.974
C -3.7663 -2.4897 3.4569 -0.026 0.009 0.057
C 0.5840 2.3842 2.4235 0.013 0.000 -0.092
C 4.7442 4.2731 -1.5891 0.005 -0.009 -0.006
H -2.2699 5.0900 -1.9206 -0.007 -0.012 -0.015
H 6.8789 -1.5619 2.3556 -0.007 0.020 0.000
C -1.0104 -0.4710 -3.9700 -0.125 -0.113 -0.345
O 0.1963 2.9284 1.1774 -0.051 0.052 0.092
Cl 6.9030 2.8207 -0.8164 -0.029 0.012 -0.006
C -2.6223 -2.1133 6.3968 -0.019 -0.027 0.071
C -4.3192 -2.9627 2.1159 0.011 -0.009 -0.016
H -4.2973 -1.5829 3.7728 -0.003 0.004 -0.009
C 4.2375 -2.9713 0.7172 -0.020 -0.036 -0.090
C 5.2058 3.0366 -1.1402 0.009 -0.001 0.013
C 4.2743 2.0175 -0.9692 0.266 -0.201 0.123
H 0.9450 -1.4894 3.6015 0.007 0.019 -0.016
H -0.0368 -5.3578 3.2609 -0.006 0.008 -0.011
H -3.1852 2.8002 1.2585 0.009 0.015 -0.014
C -2.2465 -3.1045 -1.6938 0.018 0.112 0.001
H -4.1281 -2.2345 1.3290 -0.001 0.012 0.022
H 6.2454 -3.4683 0.9027 0.006 -0.012 0.011
C 1.4239 -1.1738 2.6642 0.050 -0.093 -0.031
H -3.6951 -2.2464 6.2473 0.011 0.016 -0.030
C -5.1859 4.4489 -0.2968 0.021 -0.027 -0.043
H -2.1822 -3.1075 6.4968 0.013 0.014 -0.021
O -2.2534 -4.7545 -0.0155 -0.077 0.174 0.002
C -0.4884 -4.4488 2.8483 -0.036 -0.011 -0.018
C 2.5379 3.3567 -1.6552 -0.344 0.225 -0.087
H -3.6449 -4.6714 -2.0305 0.019 -0.002 -0.004
O 0.2372 -0.4922 -3.8723 -0.360 -0.315 -1.259
N 3.1450 -3.2977 0.5762 0.128 -0.010 0.031
C -5.4810 3.2269 -0.8948 -0.012 -0.008 -0.007
H -0.9325 -1.1232 5.4947 -0.011 -0.005 -0.009
Cl 0.7946 3.6109 -2.0275 0.306 -0.021 0.046
C -2.0450 -3.5354 -0.2266 0.027 -0.193 0.125
H -3.7574 6.0515 -0.2262 -0.011 -0.006 -0.001
H -1.9595 -4.3134 4.4201 0.010 0.016 0.040
C -3.1485 -3.8208 -2.4756 0.046 -0.031 0.045
O -2.1107 1.4720 0.1063 0.131 -0.116 -0.090
N -2.6850 2.8233 -3.2402 0.078 0.075 0.054
C -3.3630 -3.4295 -3.7851 -0.029 -0.019 -0.038
H 0.3052 -3.8611 2.3879 0.008 0.057 -0.011
O -1.7427 -2.6534 0.6060 0.122 0.060 -0.350
H -0.2720 0.6201 3.4035 0.003 0.019 0.014
H 2.4069 -1.6332 2.5859 0.004 0.024 0.017
H -2.8031 -1.9831 -5.2962 -0.032 0.018 0.012
C 2.9366 2.1274 -1.2060 0.077 -0.030 -0.037
O 1.5960 0.2268 2.6272 -0.052 0.026 -0.033
H -2.7293 1.8384 -3.4847 0.001 0.008 -0.034
H -4.0401 0.7296 0.2758 0.034 -0.022 0.011
P -1.9644 -2.0390 3.5257 -0.116 -0.060 -0.021
C 5.6333 -2.5650 0.9088 -0.140 -0.002 -0.002
C -1.9829 -1.3267 5.2556 0.022 0.045 0.039
H -5.4006 -3.1154 2.1953 0.009 -0.030 -0.004
H -1.3152 4.1172 1.9399 0.015 0.002 0.004
H -1.1720 -4.7239 2.0460 -0.002 0.010 -0.004
H -2.0842 1.7316 2.1507 -0.021 0.007 0.011
Cl 2.8073 5.9832 -2.4133 0.021 -0.020 0.004
C -2.1972 2.3152 1.2234 -0.043 0.017 0.013
H -2.7519 -0.2719 1.0378 0.010 -0.031 0.047
H 5.2791 -0.8347 2.1636 -0.001 -0.036 -0.009
C 5.8212 -1.7787 2.2062 0.001 0.032 0.022
H -1.2378 3.9097 0.1767 0.003 -0.019 -0.007
C -1.1373 3.3921 1.1297 0.061 -0.036 -0.024
H -1.7390 3.1643 -3.3017 -0.009 0.043 0.007
H 1.6588 2.5486 2.5150 0.014 0.005 -0.012
H -3.8550 -3.8931 1.7867 0.025 0.014 0.005
H 0.0819 2.9267 3.2353 -0.018 -0.001 0.019
O -1.7315 0.4478 -4.4152 -0.008 -0.030 -0.007
C 3.3847 4.4421 -1.8551 -0.008 0.003 0.022
H -2.8897 -0.2153 -0.7166 0.001 0.006 0.010
H -3.9598 -3.2472 4.2240 -0.050 0.008 0.004
H 5.4561 -2.3489 3.0603 0.020 -0.012 0.005
H -6.3722 2.6820 -0.6026 0.003 0.014 0.009
H -2.4899 -1.5996 7.3540 0.002 0.000 -0.002
C -2.6661 -2.3441 -4.2857 -0.017 0.007 0.013
H -0.4723 -3.4412 4.7568 0.015 -0.039 0.001
N -1.5704 -2.0550 -2.1768 -0.100 -0.190 -0.170
H -2.4555 -0.3411 5.1737 -0.013 -0.021 -0.007
C -3.0040 0.3734 0.1923 -0.010 0.037 -0.038
H -4.8804 1.7150 -2.2933 -0.002 0.017 -0.011
C 0.3454 0.8814 2.5321 0.021 -0.007 0.050
Cl 4.9179 0.4255 -0.3906 -0.144 0.324 -0.128
Cl 5.8513 5.5874 -1.8213 -0.002 0.001 0.006
C -4.6495 2.6787 -1.8538 0.006 0.008 0.041
C -4.0230 5.1049 -0.6847 0.013 0.039 0.019
H 0.7984 -1.5266 1.8361 0.000 -0.020 0.026
C -1.1922 -3.6783 3.9633 0.026 0.025 0.029
H -4.0719 -3.9647 -4.4084 0.011 -0.002 -0.012
H -0.1955 0.5366 1.6435 -0.017 -0.027 0.019
H -5.8394 4.8714 0.4559 0.010 -0.001 0.002
H 5.9231 -1.9645 0.0457 0.034 -0.016 0.025
C -3.1799 4.5684 -1.6430 -0.025 0.002 0.020
C -1.7679 -1.6927 -3.4488 -0.119 -0.036 0.025
C -3.4759 3.3392 -2.2521 -0.026 -0.080 -0.074